# 1
Entry from the OMol25 dataset: a molecular structure, C56H40AsBr2F10NO2P2Se2Sr (the ωB97M-V functional and the def2-TZVPD basis).

**E**: -16262.2553 Eh
**Energy relative to the best compared isomer or geometry (same formula, charge and spin)**: 0.032 eV
**Kohn-Sham gap**: 6.55 eV
**Net charge**: -2
**HOMO energy**: -2.9 eV
**Molar mass**: 1491.14 g/mol

Geometry (Å):
Sr 0.32290 0.31421 -0.12867
C -0.89172 3.83032 -0.05036
C 0.60609 3.91773 0.00863
C 1.26769 5.10457 0.38465
C 2.63122 5.11618 0.47482
C 3.36773 3.94336 0.19829
C 4.77560 3.84026 0.26623
Br 5.83950 5.34936 0.75163
C 5.40368 2.65839 -0.01663
C 4.66228 1.53226 -0.37121
Br 5.58768 -0.08116 -0.73539
C 3.25952 1.51556 -0.46073
O 2.57207 0.49267 -0.75310
C 2.62183 2.79896 -0.17733
N 1.27318 2.82133 -0.26695
H -1.36178 4.81406 -0.05672
H -1.24433 3.27746 0.82618
H -1.19394 3.27872 -0.94292
H 0.68466 5.99037 0.60218
H 3.15971 6.01513 0.76298
H 6.48092 2.58356 0.03751
Se -3.40147 -3.45025 1.27628
P -1.38592 -3.96543 0.79559
Se 0.22453 -2.57972 1.18609
C -1.01296 -5.52888 1.67891
C -1.87213 -6.61158 1.49558
C -1.63983 -7.80935 2.15055
C -0.55327 -7.93340 3.01002
C 0.29795 -6.85672 3.20201
C 0.07307 -5.65829 2.53301
C -1.24288 -4.47117 -0.95697
C -0.41436 -5.51759 -1.35190
C -0.26052 -5.81126 -2.69904
C -0.91796 -5.05326 -3.65852
C -1.73464 -4.00179 -3.26752
C -1.90110 -3.71787 -1.92078
H -2.73232 -6.49934 0.84617
H -2.31106 -8.64625 1.99795
H -0.37516 -8.86839 3.52852
H 1.14487 -6.94477 3.87202
H 0.73875 -4.81430 2.66558
H 0.11897 -6.09814 -0.60899
H 0.38814 -6.62616 -2.99910
H -0.77789 -5.26920 -4.71097
H -2.22200 -3.37667 -4.00468
H -2.53077 -2.89417 -1.61639
C -4.00954 2.69491 -0.41405
C -5.52134 2.82461 -0.34192
As -6.07477 4.63738 0.19536
C -4.98849 4.68764 1.81846
C -4.96591 3.62992 2.72658
C -4.06858 3.63003 3.78276
C -3.18689 4.69135 3.94858
C -3.21302 5.75611 3.06110
C -4.10880 5.75004 1.99775
C -7.77602 4.13274 1.03119
C -8.55018 3.08273 0.54525
C -9.77350 2.77337 1.12695
C -10.24041 3.51215 2.20346
C -9.47722 4.56359 2.69496
C -8.25811 4.87115 2.11047
P -3.30641 0.96261 -0.41838
C -4.11183 0.31218 1.09655
C -3.34141 0.36364 2.25594
C -3.85760 -0.07272 3.46884
C -5.14443 -0.58180 3.53237
C -5.91342 -0.66201 2.37721
C -5.39990 -0.22250 1.16737
C -4.24688 0.20264 -1.78984
C -4.41037 0.91092 -2.97989
C -5.00331 0.31774 -4.08344
C -5.43460 -1.00007 -4.01691
C -5.26308 -1.71711 -2.84163
C -4.67486 -1.12132 -1.73514
H -3.55291 3.14436 0.47348
H -3.60202 3.24036 -1.26979
H -5.92296 2.14178 0.40280
H -5.98116 2.58629 -1.30192
H -5.62973 2.78161 2.59476
H -4.03267 2.78304 4.45569
H -2.46486 4.67162 4.75524
H -2.51945 6.57961 3.17972
H -4.10785 6.56908 1.28676
H -8.19645 2.48540 -0.28662
H -10.35631 1.94597 0.74089
H -11.19058 3.26712 2.66184
H -9.82938 5.14057 3.54162
H -7.66151 5.68315 2.51182
H -2.32603 0.74556 2.21111
H -3.24059 -0.02650 4.35756
H -5.54112 -0.94465 4.47310
H -6.91035 -1.08539 2.41529
H -5.99342 -0.32843 0.26736
H -4.03602 1.92469 -3.06249
H -5.10715 0.88002 -5.00359
H -5.88623 -1.46955 -4.88287
H -5.57067 -2.75457 -2.78126
H -4.52674 -1.70518 -0.83222
F 1.67287 0.40149 7.15131
C 1.24747 0.62035 5.88815
C 0.08042 1.31765 5.64819
F -0.63167 1.79250 6.68983
C -0.35845 1.53845 4.35744
F -1.49350 2.25374 4.18189
C 0.33296 1.07164 3.21761
O -0.05496 1.27683 2.01390
C 1.52600 0.37213 3.52120
F 2.25135 -0.09549 2.48736
C 1.97249 0.15069 4.80408
F 3.11399 -0.52155 5.02336
F -1.17172 1.43000 -3.29903
C -0.60543 0.24789 -2.75130
F -1.64938 -0.68984 -2.91887
C 0.40184 -0.17936 -3.80642
F 0.99263 -1.33748 -3.45718
F -0.11227 -0.38598 -5.05585
F 1.36969 0.74394 -3.95417

***

# 2
Entry from the OMol25 dataset: a molecular structure, C56H41AsClIN2OPPt at a distorted geometry (the ωB97M-V functional and the def2-TZVPD basis).

**E**: -5796.7697 Eh
**Energy relative to the best compared isomer or geometry (same formula, charge and spin)**: 0.000 eV
**Kohn-Sham gap (alpha / beta)**: 5.53 / 4.69 eV
**Net charge**: +3
**HOMO energy (alpha / beta)**: -13.6 / -15.8 eV
**Molar mass**: 1221.29 g/mol
**2S+1**: 5

Geometry (Å):
Pt 0.72480 0.35016 0.44203
Cl -5.99632 -1.53866 2.15515
C -4.66126 -1.22062 1.12803
C -4.79169 -0.31336 0.08463
C -3.73683 -0.07354 -0.78461
C -2.53095 -0.73035 -0.57351
O -1.48054 -0.58500 -1.48359
C -2.35039 -1.57970 0.53169
C -1.10531 -2.25078 0.88279
N 0.07553 -1.75479 0.87098
C 1.19023 -2.53242 1.25690
C 1.13318 -3.67110 2.03321
C 2.28305 -4.43862 2.27002
C 3.49478 -4.06367 1.75773
C 3.60904 -2.85692 1.03403
C 4.84032 -2.35881 0.55624
C 4.87302 -1.17026 -0.12579
C 3.68158 -0.45873 -0.30590
N 2.51908 -0.89056 0.14272
C 2.45020 -2.08108 0.79589
C -3.45267 -1.85427 1.34390
H -5.73230 0.20143 -0.05588
H -2.92973 1.41455 -2.07482
H -1.23488 -3.27241 1.23860
H 0.20381 -3.97958 2.49283
H 2.20246 -5.33570 2.86838
H 4.38056 -4.66369 1.91997
H 5.74739 -2.91839 0.74780
H 5.79810 -0.77010 -0.51555
H 3.68281 0.48982 -0.82963
H -3.34985 -2.54825 2.16884
I -0.42815 2.61457 0.17505
C -3.89360 0.89395 -1.96336
C -4.94732 1.91930 -1.67625
C -6.12866 1.95818 -2.34778
C -6.39280 1.08854 -3.41354
C -5.39950 0.17923 -3.88151
C -5.60874 -0.59352 -5.04178
C -4.63426 -1.43394 -5.53572
C -3.41746 -1.53938 -4.87594
C -3.19576 -0.78417 -3.72217
P -1.53461 -0.83547 -3.08617
C -0.55064 0.50542 -3.74131
C -1.13402 1.51120 -4.50785
C -0.34847 2.55963 -4.96561
C 1.00559 2.59499 -4.66340
C 1.58942 1.58434 -3.90688
C 0.81677 0.53474 -3.44010
C -0.70967 -2.39992 -3.33249
C 0.21331 -2.54575 -4.36893
C 0.88408 -3.74916 -4.51876
C 0.63746 -4.79492 -3.63944
C -0.30496 -4.65669 -2.62601
C -0.98462 -3.46223 -2.46964
C -4.16239 0.08587 -3.21407
H -4.74088 2.61103 -0.86914
H -6.88395 2.68134 -2.06900
H -7.34242 1.13055 -3.92890
H -6.55867 -0.50303 -5.55325
H -4.80617 -1.99931 -6.44097
H -2.64090 -2.19313 -5.25429
H -2.19033 1.47569 -4.74724
H -0.79225 3.34348 -5.56409
H 1.61284 3.41226 -5.02938
H 2.65185 1.61612 -3.70193
H 1.25789 -0.28220 -2.87910
H 0.40589 -1.72722 -5.05143
H 1.59326 -3.87725 -5.32518
H 1.17483 -5.72751 -3.74764
H -0.51907 -5.49050 -1.97077
H -1.73024 -3.35512 -1.69000
C 4.40217 0.07421 6.54660
C 3.09005 0.49330 6.70938
C 2.31028 0.79511 5.60251
C 2.86692 0.70108 4.33051
C 4.16815 0.23830 4.16091
C 4.93782 -0.06282 5.27240
As 1.80658 1.29010 2.79755
C 0.14540 1.90967 3.57809
C 0.05677 3.03534 4.39691
C -1.17331 3.41877 4.90850
C -2.31628 2.68300 4.61819
C -2.23250 1.54475 3.82823
C -1.00508 1.15911 3.31368
C 2.77914 2.83008 2.11819
C 2.25224 4.11796 2.12671
C 2.97256 5.15728 1.55359
C 4.20275 4.91303 0.96183
C 4.72166 3.62440 0.93733
C 4.01290 2.58496 1.51790
H 5.00618 -0.15773 7.41325
H 2.66313 0.58613 7.69877
H 1.28607 1.10861 5.74388
H 4.58990 0.11283 3.17061
H 5.95644 -0.40276 5.14375
H 0.94383 3.60453 4.64636
H -1.24149 4.29782 5.53528
H -3.27337 2.99577 5.01360
H -3.11814 0.96014 3.61516
H -0.92851 0.26430 2.70495
H 1.28939 4.32347 2.57633
H 2.57013 6.16133 1.57569
H 4.76114 5.72871 0.52260
H 5.67712 3.43453 0.46629
H 4.42002 1.58009 1.50733